Computed, not measured: a molecular structure, C41H57BCaIN13O4S4, with ωB97M-V/def2-TZVPD.

Each line ends with the Löwdin charge.
Positions of all 122 atoms, in Å:
1 Ca 3.135 0.461 -0.951  0.95
2 C 1.344 -3.925 -2.317  -0.04
3 C 0.383 -3.121 -1.501  -0.23
4 C -0.424 -3.658 -0.559  0.08
5 C -1.338 -2.849 0.180  -0.21
6 N -1.427 -1.578 -0.035  0.19
7 N -0.590 -1.042 -0.944  0.03
8 B -0.748 0.438 -1.149  -0.48
9 N -1.173 0.870 -2.496  -0.01
10 N -2.009 -0.063 -3.029  0.18
11 C -2.422 0.095 -4.237  -0.20
12 C -1.964 1.200 -5.031  0.07
13 C -1.141 2.131 -4.509  -0.24
14 C -0.575 3.248 -5.324  -0.06
15 C -0.746 2.010 -3.114  -0.67
16 S 0.243 3.082 -2.337  0.79
17 C -3.366 -0.996 -4.746  -0.54
18 C -4.607 -1.022 -3.844  -0.05
19 C -2.646 -2.347 -4.659  -0.04
20 C -3.799 -0.739 -6.188  -0.06
21 N -0.860 1.329 0.051  0.05
22 N -2.207 1.230 0.090  0.20
23 C -2.868 1.819 1.027  -0.19
24 C -2.160 2.587 1.997  0.07
25 C -0.813 2.698 1.958  -0.23
26 C -0.065 3.531 2.949  -0.06
27 C -0.077 1.995 0.924  -0.65
28 S 1.594 2.071 0.873  0.70
29 C -4.380 1.692 1.037  -0.54
30 C -4.992 3.092 0.899  -0.04
31 C -4.815 1.065 2.370  -0.03
32 C -4.852 0.819 -0.126  -0.05
33 C 0.325 -1.698 -1.682  -0.61
34 S 1.337 -0.855 -2.754  0.70
35 C -2.248 -3.466 1.233  -0.54
36 C -1.420 -4.383 2.146  -0.03
37 C -2.896 -2.375 2.086  -0.05
38 C -3.333 -4.274 0.510  -0.04
39 H 1.299 -4.976 -2.033  0.09
40 H 1.116 -3.823 -3.380  0.09
41 H 2.363 -3.557 -2.186  0.06
42 H -0.373 -4.721 -0.358  0.13
43 H -2.238 1.259 -6.076  0.11
44 H -0.977 3.228 -6.336  0.08
45 H -0.784 4.212 -4.860  0.08
46 H 0.512 3.156 -5.362  0.09
47 H -4.323 -1.215 -2.808  0.07
48 H -5.139 -0.067 -3.882  0.09
49 H -5.291 -1.807 -4.176  0.09
50 H -2.326 -2.544 -3.634  0.07
51 H -3.317 -3.149 -4.978  0.09
52 H -1.762 -2.362 -5.303  0.09
53 H -4.305 0.224 -6.294  0.09
54 H -2.953 -0.766 -6.880  0.09
55 H -4.501 -1.517 -6.495  0.09
56 H -2.714 3.109 2.768  0.12
57 H -0.758 4.021 3.634  0.09
58 H 0.634 2.915 3.518  0.05
59 H 0.530 4.284 2.428  0.08
60 H -4.719 3.742 1.734  0.08
61 H -4.666 3.570 -0.027  0.09
62 H -6.082 3.015 0.880  0.09
63 H -4.535 1.692 3.220  0.08
64 H -5.900 0.946 2.385  0.09
65 H -4.359 0.083 2.507  0.07
66 H -4.594 1.271 -1.086  0.08
67 H -4.387 -0.168 -0.098  0.07
68 H -5.936 0.703 -0.075  0.09
69 H -0.566 -3.848 2.570  0.08
70 H -2.049 -4.732 2.967  0.09
71 H -1.053 -5.266 1.619  0.08
72 H -2.131 -1.743 2.544  0.08
73 H -3.539 -1.737 1.481  0.05
74 H -3.498 -2.841 2.871  0.09
75 H -2.897 -5.016 -0.165  0.08
76 H -3.949 -4.806 1.240  0.09
77 H -3.982 -3.618 -0.076  0.09
78 N 5.014 0.851 0.929  0.00
79 N 5.518 2.107 1.226  -0.01
80 C 5.219 3.168 0.435  -0.40
81 N 5.745 4.337 0.807  0.19
82 N 4.430 2.909 -0.599  0.10
83 N 4.085 3.947 -1.438  -0.41
84 O 3.321 3.647 -2.318  0.02
85 O 4.525 5.095 -1.290  0.01
86 H 4.261 0.559 1.558  0.03
87 H 5.742 0.151 0.904  0.10
88 H 5.940 2.281 2.124  0.15
89 H 6.381 4.400 1.579  0.11
90 H 5.520 5.131 0.222  0.08
91 C 2.221 2.893 7.039  -0.05
92 C 2.083 1.901 5.912  -0.28
93 C 3.199 1.448 5.217  -0.04
94 C 3.078 0.510 4.200  -0.06
95 C 1.828 0.027 3.859  -0.28
96 C 0.698 0.465 4.542  -0.06
97 C 0.833 1.393 5.560  -0.06
98 S 1.585 -1.208 2.613  0.56
99 O 1.530 -2.488 3.296  -0.32
100 O 0.354 -0.845 1.938  -0.33
101 N 2.851 -0.975 1.695  -0.17
102 C 3.455 -2.011 0.985  -0.39
103 C 3.572 -3.359 1.400  -0.01
104 C 4.260 -4.244 0.603  -0.07
105 C 4.842 -3.817 -0.593  -0.08
106 C 4.689 -2.497 -0.933  -0.16
107 N 4.003 -1.616 -0.180  -0.04
108 H 3.121 3.497 6.929  0.07
109 H 2.283 2.376 8.000  0.08
110 H 1.360 3.562 7.084  0.08
111 H 4.179 1.830 5.480  0.11
112 H 3.949 0.150 3.667  0.10
113 H -0.276 0.083 4.261  0.12
114 H -0.048 1.743 6.088  0.12
115 H 3.132 -3.666 2.333  0.09
116 H 4.357 -5.277 0.917  0.11
117 H 5.391 -4.489 -1.237  0.10
118 H 5.097 -2.102 -1.857  0.03
119 I 4.788 -0.926 -4.471  0.50
120 C 4.614 0.609 -2.934  -0.85
121 H 4.361 1.492 -3.526  -0.11
122 H 5.660 0.737 -2.624  -0.10

Output
orbital gap	5.824	eV
spin multiplicity	1
E_LUMO	-0.57	eV
molar mass	1102.06	u
E_HOMO	-0.235	Ha

=====

Computed, not measured: a single C4H5N3O molecule in a non-equilibrium geometry, with ωB97M-V/def2-TZVPD.

Each line ends with the Löwdin charge.
Positions of all 13 atoms, in Å:
1 C -0.727 1.783 -1.546  -0.13
2 N -1.019 0.310 -0.974  0.08
3 C -0.151 -0.164 -0.201  -0.37
4 N 1.222 -0.047 0.032  0.12
5 C 1.454 -0.804 1.044  -0.19
6 N 0.428 -1.428 1.609  0.12
7 C -0.613 -1.170 0.805  -0.43
8 O -1.642 -1.732 1.118  0.10
9 H -0.297 1.486 -2.731  0.11
10 H 0.187 2.386 -0.871  0.12
11 H -1.681 2.501 -1.881  0.09
12 H 2.491 -0.888 1.205  0.12
13 H 0.348 -2.232 2.392  0.25

Output
orbital gap	8.806	eV
spin multiplicity	1
E_LUMO	-0.49	eV
molar mass	111.10	u
E_HOMO	-0.342	Ha
SMILES string	C/N=C1\N=CNC1=O

=====

Number 1: electronic energy -141560.932 eV. Number 2: electronic energy -10743.355 eV.